1 | Molecular formula: C4H8N2S2
Method: DFT, the ωB97M-V functional and the def2-TZVPD basis

Properties
HOMO level = -8.525 eV
gap between HOMO and LUMO = 9.25 eV
spin multiplicity = 1
SMILES = SC[C@H]1CN1/C=N\S
lowest unoccupied orbital energy = 0.7 eV

Last column: Löwdin charge in e.
Atoms and positions in Å:
1 S -0.0186 2.4872 0.3224  0.624
2 C 1.0890 1.1220 -0.2443  -0.496
3 C 0.2149 0.1259 -1.0860  -0.329
4 C 0.7936 -1.2240 -1.1580  -0.081
5 N -0.4240 -0.9990 -0.3483  -0.050
6 C -0.4824 -1.1424 1.0550  -0.378
7 N -1.4550 -0.8830 1.7985  -0.407
8 S -2.6526 0.1458 1.3047  0.687
9 H -0.6593 1.8632 1.5393  -0.082
10 H 1.7727 1.6419 -0.9245  0.064
11 H 1.6334 0.4900 0.5008  0.088
12 H -0.3556 0.5012 -1.8438  0.096
13 H 1.6317 -1.3975 -0.5005  0.106
14 H 0.7130 -1.7128 -2.0985  0.102
15 H 0.4179 -1.5724 1.6932  0.155
16 H -2.2187 0.5537 -0.0102  -0.098


2 | Molecular formula: C4H8N2S2
Method: DFT, the ωB97M-V functional and the def2-TZVPD basis

Properties
HOMO level = -8.276 eV
gap between HOMO and LUMO = 6.41 eV
spin multiplicity = 1
lowest unoccupied orbital energy = -1.9 eV

Last column: Löwdin charge in e.
Atoms and positions in Å:
1 C 0.8405 0.4435 -0.3077  -0.487
2 C 0.9973 -0.6810 0.6287  -0.710
3 C -0.2469 0.0603 0.6939  -0.299
4 C -2.5465 0.0797 0.1244  -0.841
5 H 2.8058 1.6371 -0.1922  0.190
6 H 1.2096 2.4889 -0.8439  0.158
7 H 0.4870 0.0411 -1.4332  0.169
8 H 1.5284 -0.6917 1.6400  0.128
9 H 2.1986 -1.7876 -1.8764  0.146
10 H -0.4710 0.8417 1.6103  0.208
11 H -1.6029 -1.5892 0.3131  0.114
12 H -2.5001 1.0592 -0.0761  0.029
13 N 1.5972 1.5830 -0.2270  -0.042
14 N -1.4498 -0.5669 0.2137  -0.071
15 S 1.0593 -2.2911 -0.0920  0.640
16 S -3.9064 -0.6269 -0.1756  0.670


Stability, highest: 1


1 | Molecular formula: C4H8N2S2
Method: DFT, the ωB97M-V functional and the def2-TZVPD basis

Properties
HOMO level = -8.368 eV
gap between HOMO and LUMO = 9.02 eV
spin multiplicity = 1
SMILES = N[C@H]1[C@H](S)[C@@H]1NC=S
lowest unoccupied orbital energy = 0.6 eV

Last column: Löwdin charge in e.
Atoms and positions in Å:
1 N 1.6081 1.7168 -0.2570  0.071
2 C 0.7971 0.4947 -0.3829  -0.344
3 C 1.2051 -0.6927 0.3978  -0.577
4 S 1.1415 -2.3996 -0.1723  0.762
5 C -0.0408 0.0808 0.7694  -0.263
6 N -1.3239 -0.5994 0.5672  -0.038
7 C -2.3875 0.0443 0.0611  -0.750
8 S -3.8597 -0.6300 -0.2281  0.557
9 H 2.3552 1.7261 -0.9519  0.085
10 H 1.0429 2.4797 -0.4981  0.049
11 H 0.3814 0.1740 -1.3356  0.136
12 H 2.0014 -0.5439 1.1430  0.108
13 H 0.7354 -2.0709 -1.4193  -0.121
14 H 0.0129 0.7072 1.6587  0.150
15 H -1.4511 -1.5747 0.8163  0.111
16 H -2.2179 1.0877 -0.1681  0.064


2 | Molecular formula: C4H8N2S2
Method: DFT, the ωB97M-V functional and the def2-TZVPD basis

Properties
HOMO level = -8.792 eV
gap between HOMO and LUMO = 8.33 eV
spin multiplicity = 1
SMILES = C=NN[C@@H](C)C(=S)S
lowest unoccupied orbital energy = -0.5 eV

Last column: Löwdin charge in e.
Atoms and positions in Å:
1 C -3.1648 0.0940 0.6050  -0.078
2 N -2.6639 0.4475 -0.4952  -0.059
3 N -1.3795 0.2956 -0.7075  -0.092
4 C -0.4773 -0.3996 0.1900  -0.455
5 C -0.5806 -1.9527 0.0162  -0.099
6 C 1.0123 0.0263 0.0083  -1.139
7 S 2.2765 -0.9930 -0.0426  0.693
8 S 1.3314 1.7636 0.1425  0.750
9 H -2.6232 -0.2418 1.4971  0.069
10 H -4.2330 0.1086 0.6113  0.050
11 H -1.0865 0.7842 -1.5384  0.134
12 H -0.5642 -0.0521 1.2671  0.141
13 H -1.6379 -2.2619 -0.0950  0.076
14 H -0.1144 -2.4620 0.8940  0.079
15 H 0.0188 -2.2816 -0.8436  0.053
16 H 0.0795 2.2664 0.1108  -0.122


3 | Molecular formula: C4H8N2S2
Method: DFT, the ωB97M-V functional and the def2-TZVPD basis

Properties
HOMO level = -8.420 eV
gap between HOMO and LUMO = 8.43 eV
spin multiplicity = 1
SMILES = CC(=S)/N=C/N(C)S
lowest unoccupied orbital energy = 0.0 eV

Last column: Löwdin charge in e.
Atoms and positions in Å:
1 C 0.9348 1.9426 -2.0547  -0.122
2 C -0.2276 1.0653 -1.5729  -0.870
3 S -1.7552 1.2229 -2.0789  0.684
4 N 0.2205 0.2584 -0.4814  0.019
5 C -0.5000 -0.7488 -0.1206  -0.293
6 N -0.3263 -1.3813 1.0617  -0.583
7 C 0.4886 -0.7531 2.0962  -0.108
8 S -1.1325 -2.8043 1.4034  0.819
9 H 1.3328 2.4940 -1.2384  0.056
10 H 0.5554 2.6710 -2.7928  0.063
11 H 1.7288 1.3154 -2.5144  0.086
12 H -1.3007 -1.1637 -0.7555  0.099
13 H 1.1561 -0.0338 1.5525  0.089
14 H 1.0931 -1.5971 2.5833  0.100
15 H -0.0870 -0.2567 2.8325  0.064
16 H -2.1807 -2.2309 2.0801  -0.102


Stability, highest: 3


1 | Molecular formula: C4H7N3OS
Method: DFT, the ωB97M-V functional and the def2-TZVPD basis

Properties
HOMO level = -7.688 eV
gap between HOMO and LUMO = 8.09 eV
spin multiplicity = 1
SMILES = COc1nc(=S)n(C)[nH]1
lowest unoccupied orbital energy = 0.4 eV

Last column: Löwdin charge in e.
Atoms and positions in Å:
1 C 2.4732 1.9562 0.1471  -0.029
2 O 1.8666 0.6712 0.1860  -0.014
3 C 0.5869 0.5581 0.1032  -0.406
4 N -0.4031 1.4562 0.0283  0.125
5 C -1.5655 0.7980 -0.0061  -0.810
6 S -3.1190 1.4156 -0.2914  0.535
7 N -1.3559 -0.6161 0.1218  -0.161
8 C -2.3188 -1.5790 0.2045  -0.118
9 N 0.0361 -0.6921 0.1771  0.145
10 H 1.7232 2.6499 -0.4492  0.135
11 H 3.3977 1.6490 -0.2362  0.070
12 H 2.5681 2.4696 1.1705  0.119
13 H -2.1884 -2.4114 -0.5007  0.090
14 H -2.5787 -2.0584 1.1983  0.106
15 H -3.2277 -0.9975 -0.1484  0.041
16 H 0.6326 -1.3869 0.6145  0.171


2 | Molecular formula: C4H7N3OS
Method: DFT, the ωB97M-V functional and the def2-TZVPD basis

Properties
HOMO level = -9.124 eV
gap between HOMO and LUMO = 9.69 eV
spin multiplicity = 1
lowest unoccupied orbital energy = 0.6 eV

Last column: Löwdin charge in e.
Atoms and positions in Å:
1 C 0.3228 -1.9343 2.3745  -0.088
2 C 0.2674 -1.4887 1.0886  -0.128
3 C 0.8568 0.6393 -1.2973  0.062
4 C -0.7177 0.5761 0.0841  -0.711
5 N 0.0298 -0.8170 3.1806  0.002
6 N -0.3337 0.1587 2.4591  0.037
7 N -0.1878 -0.2594 1.1507  -0.156
8 O -1.1262 1.8014 0.3779  -0.034
9 S -2.0731 -0.3589 -0.8366  0.741
10 H 0.7751 -2.7850 2.7622  0.072
11 H 0.2335 -2.0163 0.1018  0.142
12 H 0.8751 1.6093 -1.5402  -0.028
13 H 1.7823 0.2111 -0.7546  0.071
14 H 0.4854 -0.0182 -2.0964  0.022
15 H -1.6544 1.6081 1.2192  0.141
16 H -2.8032 0.7144 -1.1431  -0.143


Stability, highest: 1